C2H5N3 in the gas phase at a distorted geometry. Source: OMol25; level of theory: the ωB97M-V functional and the def2-TZVPD basis.

## Properties
Relative energy (zero: lowest compared OMol25 entry of this formula, charge and spin) (kJ/mol): 390.98
Electronic energy (hartree): -243.313038
Charge: 0
SMILES string: C#CN(N)N

```
10
Properties=species:S:1:pos:R:3:forces:R:3:nbo_charge:R:1
C 2.450 -0.013 -0.187 -1.9 -0.6 0.1 -0.290
C 1.289 -0.289 -0.110 -1.4 1.2 0.3 0.145
N -0.067 -0.180 0.122 -0.2 -0.5 -1.0 -0.177
N -0.737 -1.386 -0.178 0.3 -1.0 2.8 -0.634
N -0.777 0.872 -0.557 1.1 3.0 1.4 -0.657
H 3.434 0.117 -0.355 2.6 0.3 -0.4 0.220
H -1.496 -1.423 0.492 0.1 -0.3 0.2 0.349
H -1.211 -1.382 -1.031 -0.3 0.5 -2.1 0.341
H -0.274 1.075 -1.425 -0.1 0.0 0.0 0.343
H -0.672 1.811 0.020 -0.2 -2.6 -1.3 0.361
```
Positions in Å, forces in eV/Å.

=====

C5H6OS in the gas phase at a distorted geometry. Source: OMol25; level of theory: the ωB97M-V functional and the def2-TZVPD basis.

## Properties
Relative energy (zero: lowest compared OMol25 entry of this formula, charge and spin) (kJ/mol): 251.49
Electronic energy (hartree): -667.442347
Charge: 0
SMILES string: CC(=O)C(C)=C=S

```
13
Properties=species:S:1:pos:R:3:forces:R:3:nbo_charge:R:1
C -0.486 -1.862 -0.250 1.2 -2.5 -1.6 -0.745
C -0.626 -0.402 0.035 5.3 -0.1 -1.0 0.670
O -1.584 0.220 0.278 -1.3 0.4 0.3 -0.492
C 0.873 0.465 -0.088 0.0 0.9 -0.5 -0.332
C 0.471 1.942 -0.272 -4.6 -2.5 2.4 -0.594
C 2.205 0.301 -0.030 -2.4 -2.0 0.2 -0.047
S 3.714 -0.126 0.117 -0.6 0.6 -0.2 0.133
H 0.561 -2.408 -0.156 -1.9 1.9 0.0 0.249
H -0.845 -2.236 -1.298 0.4 1.3 1.7 0.263
H -1.130 -2.334 0.456 -0.6 -0.7 0.5 0.242
H 1.193 2.531 -0.644 2.5 2.1 -1.4 0.208
H -0.525 1.972 -0.880 2.0 0.3 1.0 0.226
H 0.229 2.224 0.810 0.0 0.3 -1.6 0.219
```
Positions in Å, forces in eV/Å.

=====

A molecular structure, C20H38AlBrFN2O3S2 at a distorted geometry. Source: OMol25; level of theory: the ωB97M-V functional and the def2-TZVPD basis.

## Properties
Electronic energy (hartree): -4832.551966
Charge: -1

```
68
Properties=species:S:1:pos:R:3:forces:R:3:nbo_charge:R:1
C 2.897 4.864 -0.600 -0.3 -0.1 0.1 -0.633
C 3.418 3.279 -0.479 -1.1 0.9 0.3 -0.420
C 2.578 2.443 -1.628 0.3 0.9 0.1 -0.425
C 3.358 1.136 -2.231 0.0 0.8 -0.7 -0.490
C 2.640 -0.309 -1.945 -1.7 2.1 -1.2 0.311
Br 3.184 -1.331 -3.627 0.3 -0.3 0.5 -0.106
O 1.182 -0.117 -2.247 2.9 -0.5 3.0 -0.963
Al 0.227 -0.493 -0.633 1.0 -0.7 -0.8 1.965
C -0.261 1.058 0.617 1.3 1.0 0.5 -0.857
N -1.247 2.021 -0.079 0.1 -0.4 0.2 -0.891
C -1.555 -1.347 -1.188 -1.0 -0.9 -0.2 -1.041
C -2.066 -2.574 -0.226 -1.3 0.0 -0.7 -0.421
C -2.056 -2.248 1.381 1.0 -0.7 -0.4 -0.518
S -3.810 -2.289 2.114 0.0 1.2 -0.7 0.158
C -4.332 -0.481 2.111 0.7 2.5 0.9 -0.040
S -3.515 0.538 3.252 -1.6 -1.9 -2.5 -0.030
N -5.390 0.141 1.226 2.0 -2.5 0.0 -0.524
C -6.259 -0.887 0.535 -1.8 0.2 -1.2 -0.241
C -7.446 -1.519 1.523 0.7 -0.1 -0.7 -0.647
C -4.823 1.139 0.239 0.3 2.2 -1.1 -0.247
C -5.942 2.328 -0.119 -0.5 -0.7 0.7 -0.646
O 1.652 -1.579 -0.048 1.1 1.4 -1.0 -0.992
C 2.998 -1.112 -0.521 -2.8 -1.3 0.7 0.214
C 3.429 -0.114 0.706 0.9 0.5 -0.2 -0.553
C 4.998 0.360 0.703 3.1 -0.8 -3.2 0.418
O 5.953 -0.028 -0.144 -5.6 2.0 4.7 -0.582
C 3.847 -2.490 -0.769 0.4 -0.3 -0.1 -0.468
C 4.314 -3.292 0.576 1.0 -1.1 -0.3 0.218
C 5.864 -3.012 1.055 -0.5 0.4 0.8 -0.669
F 3.454 -3.113 1.765 1.5 -0.2 -2.2 -0.398
H 3.479 5.457 -1.423 -1.0 -1.1 1.6 0.204
H 1.749 4.886 -0.910 2.4 -0.2 0.7 0.210
H 2.959 5.435 0.429 0.1 -1.1 -2.1 0.206
H 3.126 2.963 0.635 0.7 0.4 -2.5 0.198
H 4.576 3.167 -0.599 -2.2 0.3 0.1 0.208
H 1.517 2.237 -1.181 2.0 0.1 -1.0 0.235
H 2.410 3.211 -2.526 0.4 -1.7 1.9 0.206
H 4.479 1.213 -1.902 -2.1 -0.5 -0.5 0.227
H 3.363 1.271 -3.417 -0.1 -0.4 2.8 0.236
H -0.623 0.738 1.692 0.4 0.9 -2.0 0.200
H 0.715 1.721 0.798 -2.0 -1.2 -0.1 0.177
H -2.032 1.489 -0.514 1.3 0.7 0.1 0.353
H -0.746 2.613 -0.779 -0.8 -1.1 0.7 0.358
H -2.432 -0.542 -1.200 1.7 -1.6 -0.1 0.187
H -1.458 -1.786 -2.278 -0.3 0.9 2.0 0.227
H -1.510 -3.596 -0.453 -0.9 2.3 0.6 0.211
H -3.207 -2.771 -0.516 2.4 0.2 0.7 0.190
H -1.489 -3.158 1.901 -1.3 2.2 -0.8 0.240
H -1.572 -1.225 1.678 -0.9 -2.0 -0.6 0.257
H -5.662 -1.731 -0.033 -1.0 1.6 1.4 0.215
H -6.859 -0.302 -0.313 1.5 -1.1 1.8 0.203
H -7.281 -2.678 1.540 -0.4 2.2 0.3 0.219
H -7.351 -1.045 2.593 -0.3 -1.0 -2.1 0.231
H -8.511 -1.304 1.038 2.3 -0.4 1.2 0.211
H -3.875 1.729 0.639 -2.0 -1.7 -0.5 0.264
H -4.538 0.643 -0.784 -0.4 0.6 2.0 0.192
H -5.519 3.405 0.101 -0.8 -2.2 -0.6 0.225
H -6.362 2.231 -1.214 1.0 0.3 2.1 0.206
H -6.846 2.140 0.606 1.7 0.5 -1.4 0.216
H 2.697 0.827 0.639 1.9 -1.9 0.1 0.266
H 3.223 -0.566 1.792 0.4 0.6 -2.6 0.282
H 5.316 1.178 1.511 -0.7 -1.7 -1.4 0.135
H 4.840 -2.304 -1.406 -2.2 -0.3 1.5 0.246
H 3.178 -3.250 -1.401 1.3 2.1 1.5 0.251
H 4.267 -4.454 0.307 -0.2 2.5 0.7 0.164
H 6.344 -3.990 1.488 -1.0 1.8 -0.8 0.205
H 5.789 -2.220 1.945 0.4 -1.6 -2.0 0.219
H 6.558 -2.608 0.198 -1.6 -0.7 1.7 0.237
```
Positions in Å, forces in eV/Å.

=====

Sequential lowest unoccupied orbital energy output: 0.0361 -0.0139 0.0603 hartree